Entry from OMol25: a cluster of 3 separate species, C32H55N5O4S3 in total at a distorted geometry (ωB97M-V/def2-TZVPD).

Structure (XYZ):
```
99
Properties=species:S:1:pos:R:3:forces:R:3:mulliken_charge:R:1
H -8.884 4.074 0.043 -0.39 -0.14 0.60 0.268
N -9.503 3.944 0.868 2.29 -2.10 2.64 -0.702
C -8.870 3.216 1.794 -1.20 1.45 -2.01 0.465
C -9.671 2.931 3.151 -0.59 0.46 -0.89 -1.024
C -7.337 2.717 1.508 -1.09 0.78 1.49 -0.800
C -7.317 1.201 0.961 -0.46 -0.99 1.62 1.160
S -8.651 1.017 -0.373 -0.64 -0.25 0.55 -0.213
C -7.696 0.204 2.190 -2.68 -1.93 2.16 -0.039
N -8.235 -0.489 3.035 3.33 3.97 -4.75 -0.615
C -5.925 0.735 0.278 0.83 -1.94 -1.28 1.195
C -6.316 -0.428 -0.798 -0.94 -2.68 -1.62 -0.111
N -6.656 -1.306 -1.553 2.04 4.51 3.74 -0.672
C -5.164 1.874 -0.570 0.00 0.15 0.38 -0.979
C -3.783 1.332 -1.263 -0.45 0.70 -0.21 -0.958
C -2.486 2.160 -0.703 -0.04 -0.20 -1.35 -0.206
C -1.172 1.187 -0.710 -2.01 -0.57 -0.11 -1.266
N -0.042 1.717 0.111 2.22 0.24 -2.34 0.844
C 0.758 0.623 0.776 1.72 -0.44 1.75 -1.003
C 1.161 0.982 2.322 0.97 -0.92 -0.23 0.068
C 1.439 -0.366 3.203 0.53 1.19 0.82 -0.354
C 1.648 0.151 4.743 -0.63 -0.74 -0.11 -1.011
C 0.809 2.677 -0.628 -1.40 0.53 -0.13 -0.160
S 0.386 3.435 -2.094 0.45 -1.40 2.29 -0.206
S 2.508 3.170 0.036 -0.82 -0.29 0.08 -0.097
C 2.346 4.513 1.311 -0.37 0.58 1.76 -0.686
C 0.937 4.558 2.087 -0.04 1.62 0.61 0.223
C 0.833 6.038 2.788 0.15 -0.61 -1.25 -1.178
C -4.881 0.040 1.291 2.68 -0.85 2.49 -0.256
C -3.880 0.884 2.125 0.51 -1.33 0.55 -0.267
C -2.785 0.317 3.110 -3.49 -3.76 -3.06 -0.475
C -2.811 -1.274 3.141 -2.31 3.30 -2.03 -0.472
C -3.897 -1.946 2.255 0.96 0.92 0.71 -0.244
N -4.870 -1.387 1.374 2.78 2.78 2.39 -0.354
H -9.363 3.731 3.914 -0.24 -1.47 -0.88 0.285
H -10.793 3.133 2.923 2.04 -0.29 0.24 0.315
H -9.606 1.854 3.535 0.34 1.70 -0.46 0.282
H -6.895 3.496 0.796 -0.63 -1.50 0.71 0.399
H -6.787 2.854 2.523 -0.61 -0.66 -1.76 0.324
H -9.633 0.132 0.115 1.46 0.91 0.06 0.243
H -5.886 2.284 -1.372 1.09 -0.66 1.31 0.439
H -4.926 2.735 0.174 -0.34 -1.41 -1.40 0.428
H -3.661 0.195 -1.154 -0.24 1.68 0.09 0.520
H -3.925 1.524 -2.401 0.51 -0.35 1.97 0.426
H -2.685 2.615 0.334 0.47 -0.96 -1.50 0.062
H -2.349 3.040 -1.446 0.01 -1.44 1.44 0.440
H -0.863 0.895 -1.794 -0.40 0.86 1.73 0.204
H -1.553 0.192 -0.242 0.86 1.76 -0.47 0.455
H 1.761 0.419 0.223 -1.78 0.39 0.78 0.045
H 0.227 -0.392 0.833 0.24 1.79 -0.41 0.568
H 2.169 1.560 2.351 -1.83 -0.79 -0.22 0.190
H 0.388 1.649 2.841 0.83 -1.15 -0.90 -0.120
H 2.438 -0.874 2.919 -1.81 0.73 0.03 0.279
H 0.584 -1.125 3.146 1.17 1.13 -0.01 0.256
H 1.037 1.113 4.876 1.11 -1.28 -0.01 0.264
H 1.202 -0.625 5.478 0.89 1.25 -1.12 0.299
H 2.762 0.307 5.006 -1.92 -0.09 -0.49 0.293
H 3.154 4.290 2.120 -1.26 0.17 -1.51 0.334
H 2.621 5.570 0.912 -0.72 -1.96 0.23 0.419
H 0.859 3.802 2.947 0.21 0.81 -1.68 0.002
H 0.049 4.489 1.368 1.33 -0.27 1.00 0.124
H 1.826 6.230 3.336 -1.71 -0.06 -0.61 0.306
H -0.093 6.124 3.459 1.56 -0.15 -0.84 0.349
H 0.716 6.781 1.907 0.29 -0.97 1.64 0.312
H -3.928 2.032 1.998 0.05 -2.15 0.34 0.373
H -2.052 0.955 3.708 -1.29 -0.95 -1.07 0.385
H -2.070 -1.878 3.782 -1.49 0.99 -1.23 0.329
H -3.914 -3.105 2.320 -0.10 2.25 -0.28 0.298
C 4.263 -3.652 -2.253 0.09 0.02 0.17 -0.498
O 3.537 -2.596 -1.636 -0.08 0.00 -0.38 -0.337
C 3.235 -1.541 -2.548 -0.34 -0.05 0.53 -0.571
C 1.784 -1.611 -3.015 0.38 -0.05 -0.49 -0.229
O 1.557 -2.766 -3.818 -0.04 -0.05 0.39 -0.421
C 0.904 -3.806 -3.102 -0.01 0.02 -0.17 -0.727
H 4.266 -4.507 -1.573 -0.02 0.14 0.02 0.273
H 3.809 -3.961 -3.198 0.01 0.06 0.01 0.326
H 5.296 -3.338 -2.425 0.02 -0.12 -0.13 0.074
H 3.924 -1.551 -3.400 -0.12 -0.06 -0.01 0.292
H 3.382 -0.601 -2.007 0.00 0.04 -0.05 0.409
H 1.575 -0.740 -3.644 0.01 0.04 0.04 0.375
H 1.093 -1.582 -2.164 0.10 -0.06 0.04 0.177
H -0.151 -3.549 -2.957 -0.01 -0.07 0.10 0.316
H 1.375 -3.990 -2.133 -0.01 0.04 -0.01 0.311
H 0.963 -4.720 -3.697 0.01 0.15 -0.03 0.256
C 8.275 -2.687 -2.811 -0.17 -0.06 0.05 -0.894
O 7.763 -3.860 -3.429 0.39 0.15 -0.06 -0.255
C 8.486 -4.210 -4.609 -0.30 -0.46 0.23 -0.552
C 9.455 -5.359 -4.344 0.27 0.46 -0.16 -0.522
O 10.503 -4.958 -3.466 -0.32 -0.09 0.17 -0.377
C 10.305 -5.418 -2.136 0.16 0.04 -0.06 -0.660
H 7.832 -2.604 -1.816 -0.04 -0.07 -0.11 0.233
H 9.362 -2.722 -2.705 -0.02 -0.01 -0.05 0.454
H 7.990 -1.807 -3.396 0.09 0.09 0.02 0.311
H 9.010 -3.340 -5.019 0.06 -0.08 0.09 0.362
H 7.748 -4.538 -5.348 0.04 0.00 -0.02 0.363
H 9.924 -5.647 -5.290 -0.04 -0.01 -0.02 0.362
H 8.928 -6.235 -3.950 -0.05 0.12 0.02 0.325
H 10.505 -6.493 -2.083 -0.08 -0.01 0.10 0.324
H 9.291 -5.214 -1.783 0.00 -0.03 -0.04 0.249
H 11.011 -4.898 -1.486 0.00 -0.03 -0.15 0.244
```
Forces are in eV/Å.

2S+1 ... 1
SMILES string ... [H]/N=C(/C)C[C@](S)(C#N)[C@@](C#N)(CCCCN(CCCC)C(=S)SCCC)c1ccccn1.COCCOC.COCCOC
HOMO energy ... -8.36 eV